Version i
The following is a DFT calculation (the ωB97M-V functional and the def2-TZVPD basis) of one molecule with the formula C3H4BrNS.

## Properties
highest occupied orbital energy: -8.31 eV
total charge: 0

Geometry (Å):
C: 0.436 -1.195 -0.531
C: 0.841 0.466 1.084
C: -1.017 0.456 -0.950
N: 1.019 -0.708 0.418
S: 0.012 1.612 -0.192
Br: -2.496 -0.230 0.212
H: 0.436 -1.991 -1.223
H: 0.078 0.402 1.862
H: 1.737 0.986 1.249
H: -1.047 0.202 -1.929

Löwdin analysis output, partial charges in e: atom 1 (C): 0.020, atom 2 (C): -0.436, atom 3 (C): -0.928, atom 4 (N): -0.079, atom 5 (S): 0.745, atom 6 (Br): 0.501, atom 7 (H): 0.081, atom 8 (H): 0.080, atom 9 (H): 0.061, atom 10 (H): -0.046

---

Version ii
The following is a DFT calculation (the ωB97M-V functional and the def2-TZVPD basis) of one molecule with the formula C3H4BrNS.

## Properties
highest occupied orbital energy: -9.23 eV
total charge: 0
SMILES: Br[C@@H]1N=CCS1

Geometry (Å):
Br: 2.809 0.229 0.283
C: 1.222 -0.210 -0.830
N: 0.322 0.986 -0.718
C: -0.669 0.887 0.043
C: -1.012 -0.486 0.714
S: 0.151 -1.640 -0.091
H: 1.451 -0.496 -1.788
H: -1.391 1.576 0.366
H: -0.809 -0.321 1.703
H: -2.074 -0.524 0.320

Löwdin analysis output, partial charges in e: atom 1 (Br): 0.582, atom 2 (C): -0.869, atom 3 (N): -0.050, atom 4 (C): -0.225, atom 5 (C): -0.445, atom 6 (S): 0.767, atom 7 (H): 0.007, atom 8 (H): 0.098, atom 9 (H): 0.033, atom 10 (H): 0.103

---

Most stable = version ii

---

Version i
The following is a DFT calculation (the ωB97M-V functional and the def2-TZVPD basis) of an isolated ion of composition C4H10NOS and charge -1.

## Properties
highest occupied orbital energy: -2.84 eV
total charge: -1
SMILES: C[C@@H](CS)NC[O-]

Geometry (Å):
C: 1.335 0.571 1.610
C: 0.302 0.484 0.501
C: 0.100 -0.937 -0.022
S: 1.521 -1.431 -1.128
N: -0.882 1.299 0.817
C: -1.995 1.248 -0.216
O: -2.325 0.082 -0.740
H: 2.017 -0.258 1.603
H: 0.793 0.356 2.550
H: 1.732 1.566 1.788
H: 0.695 1.000 -0.362
H: -0.696 -0.875 -0.723
H: 0.061 -1.711 0.718
H: 2.429 -1.697 -0.194
H: -1.221 0.856 1.677
H: -1.660 2.043 -0.924
H: -2.823 1.763 0.340

Löwdin analysis output, partial charges in e: atom 1 (C): -0.089, atom 2 (C): -0.520, atom 3 (C): -0.474, atom 4 (S): 0.644, atom 5 (N): -0.046, atom 6 (C): -0.558, atom 7 (O): -0.320, atom 8 (H): 0.040, atom 9 (H): 0.069, atom 10 (H): 0.067, atom 11 (H): 0.100, atom 12 (H): 0.011, atom 13 (H): 0.059, atom 14 (H): -0.205, atom 15 (H): 0.078, atom 16 (H): 0.073, atom 17 (H): 0.071

---

Version ii
The following is a DFT calculation (the ωB97M-V functional and the def2-TZVPD basis) of an isolated ion of composition C4H10NOS and charge -1.

## Properties
highest occupied orbital energy: -2.75 eV
total charge: -1
SMILES: C[C@H](CS)NC[O-]

Geometry (Å):
C: 1.827 0.629 -0.271
C: 0.450 0.050 -0.006
C: -0.263 -0.276 -1.308
S: 0.284 -1.880 -1.998
N: -0.364 0.915 0.809
C: -1.566 0.183 1.431
O: -2.091 -0.764 0.677
H: 2.431 -0.057 -0.860
H: 1.729 1.556 -0.854
H: 2.326 0.934 0.650
H: 0.575 -0.936 0.472
H: -1.310 -0.439 -1.042
H: -0.146 0.532 -2.037
H: -0.648 -2.554 -1.332
H: 0.210 1.270 1.565
H: -1.178 -0.174 2.423
H: -2.266 1.011 1.680

Löwdin analysis output, partial charges in e: atom 1 (C): -0.097, atom 2 (C): -0.563, atom 3 (C): -0.536, atom 4 (S): 0.636, atom 5 (N): -0.049, atom 6 (C): -0.536, atom 7 (O): -0.314, atom 8 (H): 0.056, atom 9 (H): 0.070, atom 10 (H): 0.061, atom 11 (H): 0.114, atom 12 (H): 0.037, atom 13 (H): 0.068, atom 14 (H): -0.158, atom 15 (H): 0.073, atom 16 (H): 0.070, atom 17 (H): 0.068

---

Most stable = version ii

---

Version i
The following is a DFT calculation (the ωB97M-V functional and the def2-TZVPD basis) of a 2-piece molecular cluster, C2H8S4 overall.

## Properties
highest occupied orbital energy: -8.94 eV
total charge: 0
SMILES: CSS.CSS

Geometry (Å):
C: -3.688 1.762 -0.759
S: -2.347 0.430 -0.955
S: -0.629 0.939 0.128
H: -4.139 1.698 0.245
H: -4.492 1.688 -1.511
H: -3.199 2.745 -0.863
H: 0.163 1.435 -0.847
C: 1.768 -1.284 0.983
S: 2.963 -2.573 1.197
S: 4.124 -2.336 -0.477
H: 0.984 -1.665 0.307
H: 2.212 -0.381 0.533
H: 1.299 -1.006 1.942
H: 4.980 -1.450 0.077

Löwdin analysis output, partial charges in e: atom 1 (C): -0.429, atom 2 (S): 0.321, atom 3 (S): 0.285, atom 4 (H): 0.024, atom 5 (H): 0.033, atom 6 (H): 0.023, atom 7 (H): -0.187, atom 8 (C): -0.594, atom 9 (S): 0.354, atom 10 (S): 0.295, atom 11 (H): 0.015, atom 12 (H): 0.020, atom 13 (H): 0.034, atom 14 (H): -0.194

---

Version ii
The following is a DFT calculation (the ωB97M-V functional and the def2-TZVPD basis) of a 2-piece molecular cluster, C2H8S4 overall.

## Properties
highest occupied orbital energy: -8.31 eV
total charge: 0
SMILES: CSS.CSS

Geometry (Å):
C: -2.826 0.928 -1.223
S: -1.977 -0.691 -1.146
S: -1.852 -1.084 0.905
H: -3.312 1.181 -0.289
H: -3.548 0.920 -2.040
H: -2.116 1.696 -1.541
H: -0.529 -0.904 0.995
C: 1.510 2.135 0.516
S: 1.819 0.451 1.160
S: 2.632 -0.476 -0.557
H: 2.416 2.522 0.059
H: 1.374 2.671 1.461
H: 0.623 2.293 -0.091
H: 2.521 0.574 -1.367

Löwdin analysis output, partial charges in e: atom 1 (C): -0.483, atom 2 (S): 0.348, atom 3 (S): 0.299, atom 4 (H): 0.019, atom 5 (H): 0.022, atom 6 (H): 0.015, atom 7 (H): -0.287, atom 8 (C): -0.467, atom 9 (S): 0.360, atom 10 (S): 0.299, atom 11 (H): 0.026, atom 12 (H): 0.025, atom 13 (H): 0.032, atom 14 (H): -0.208

---

Version iii
The following is a DFT calculation (the ωB97M-V functional and the def2-TZVPD basis) of a 2-piece molecular cluster, C2H8S4 overall.

## Properties
highest occupied orbital energy: -9.06 eV
total charge: 0
SMILES: CSS.CSS

Geometry (Å):
C: -2.003 -1.740 1.284
S: -0.487 -1.928 0.290
S: -1.140 -1.446 -1.603
H: -1.997 -0.771 1.767
H: -2.846 -1.733 0.595
H: -2.079 -2.564 1.978
H: -0.892 -0.130 -1.551
C: 1.376 1.941 0.421
S: 2.612 2.022 -0.899
S: 2.546 0.136 -1.725
H: 0.576 1.234 0.189
H: 1.856 1.686 1.364
H: 0.933 2.927 0.474
H: 1.545 0.365 -2.586

Löwdin analysis output, partial charges in e: atom 1 (C): -0.470, atom 2 (S): 0.344, atom 3 (S): 0.298, atom 4 (H): 0.020, atom 5 (H): 0.013, atom 6 (H): 0.021, atom 7 (H): -0.221, atom 8 (C): -0.484, atom 9 (S): 0.352, atom 10 (S): 0.283, atom 11 (H): 0.003, atom 12 (H): 0.029, atom 13 (H): 0.020, atom 14 (H): -0.209

---

Most stable = version iii

---

Version i
The following is a DFT calculation (the ωB97M-V functional and the def2-TZVPD basis) of a 2-piece molecular cluster, C2H4N2 overall.

## Properties
highest occupied orbital energy: -10.13 eV
total charge: 0

Geometry (Å):
C: 0.748 0.393 -0.119
C: -0.236 -0.185 0.770
N: -1.274 -0.445 -0.209
N: -0.601 0.846 -0.146
H: 1.600 1.117 0.236
H: 0.923 -0.331 -0.871
H: -0.616 -0.091 1.703
H: -0.544 -1.303 -1.364

Löwdin analysis output, partial charges in e: atom 1 (C): -0.150, atom 2 (C): -0.313, atom 3 (N): 0.030, atom 4 (N): -0.063, atom 5 (H): 0.150, atom 6 (H): 0.037, atom 7 (H): 0.087, atom 8 (H): 0.221

---

Version ii
The following is a DFT calculation (the ωB97M-V functional and the def2-TZVPD basis) of one molecule with the formula C2H4N2.

## Properties
highest occupied orbital energy (spin up / spin down): -10.12 / -9.69 eV
total charge: 0

Geometry (Å):
C: -0.052 -0.951 0.061
C: -0.013 0.870 0.012
N: 1.061 -0.038 0.058
N: -1.212 -0.014 0.091
H: 0.089 -1.256 -0.914
H: 0.003 -1.773 0.648
H: -0.032 1.613 0.845
H: 0.157 1.548 -0.800

Löwdin analysis output, partial charges in e: atom 1 (C): -0.303, atom 2 (C): -0.358, atom 3 (N): 0.089, atom 4 (N): 0.127, atom 5 (H): 0.108, atom 6 (H): 0.084, atom 7 (H): 0.142, atom 8 (H): 0.111

---

Version iii
The following is a DFT calculation (the ωB97M-V functional and the def2-TZVPD basis) of a 2-piece molecular cluster, C2H4N2 overall.

## Properties
highest occupied orbital energy: -9.61 eV
total charge: 0
SMILES: [H]/N=N\[H].C#C

Geometry (Å):
H: 0.490 -2.212 0.064
N: -0.151 -1.668 -0.576
N: -1.248 -2.190 -0.670
H: -1.334 -3.059 -0.094
C: 0.194 2.716 0.504
C: 0.944 1.856 0.121
H: -0.433 3.504 0.822
H: 1.538 1.054 -0.171

Löwdin analysis output, partial charges in e: atom 1 (H): 0.058, atom 2 (N): -0.048, atom 3 (N): -0.046, atom 4 (H): 0.053, atom 5 (C): -0.004, atom 6 (C): -0.010, atom 7 (H): 0.006, atom 8 (H): -0.009

---

Version iv
The following is a DFT calculation (the ωB97M-V functional and the def2-TZVPD basis) of a 2-piece molecular cluster, C2H4N2 overall.

## Properties
highest occupied orbital energy (spin up / spin down): -7.82 / -9.28 eV
total charge: 0

Geometry (Å):
C: 1.546 -0.204 1.441
C: 0.603 -0.036 0.674
N: -0.397 0.047 -1.318
N: -0.251 0.529 -0.116
H: 2.403 -0.302 2.016
H: 0.066 -0.804 -1.638
H: -1.291 0.107 -1.817
H: -2.677 0.663 0.758

Löwdin analysis output, partial charges in e: atom 1 (C): 0.121, atom 2 (C): -0.276, atom 3 (N): -0.004, atom 4 (N): -0.090, atom 5 (H): -0.001, atom 6 (H): 0.105, atom 7 (H): 0.098, atom 8 (H): 0.046

---

Most stable = version iii

---

Version i
The following is a DFT calculation (the ωB97M-V functional and the def2-TZVPD basis) of one molecule with the formula C2H4N2.

## Properties
highest occupied orbital energy: -8.13 eV
total charge: 0

Geometry (Å):
C: 0.395 0.461 0.298
C: -0.980 -0.159 -0.147
N: 2.449 -0.664 -0.294
N: 1.513 -0.108 -0.021
H: 0.544 1.411 0.900
H: -0.969 -1.268 -0.260
H: -1.181 0.211 -1.109
H: -1.772 0.116 0.633

Löwdin analysis output, partial charges in e: atom 1 (C): -0.201, atom 2 (C): -0.092, atom 3 (N): 0.180, atom 4 (N): -0.190, atom 5 (H): 0.116, atom 6 (H): 0.073, atom 7 (H): 0.026, atom 8 (H): 0.087

---

Version ii
The following is a DFT calculation (the ωB97M-V functional and the def2-TZVPD basis) of one molecule with the formula C2H4N2.

## Properties
highest occupied orbital energy: -8.08 eV
total charge: 0
SMILES: C#CNN

Geometry (Å):
C: 1.963 0.317 -0.032
C: 0.891 -0.322 -0.197
N: -0.400 -0.662 0.086
N: -1.430 0.321 -0.134
H: 2.882 0.704 -0.164
H: -0.743 -1.678 -0.249
H: -1.034 1.190 0.157
H: -2.128 0.131 0.534

Löwdin analysis output, partial charges in e: atom 1 (C): 0.103, atom 2 (C): -0.216, atom 3 (N): -0.155, atom 4 (N): 0.008, atom 5 (H): -0.038, atom 6 (H): 0.185, atom 7 (H): 0.063, atom 8 (H): 0.050

---

Version iii
The following is a DFT calculation (the ωB97M-V functional and the def2-TZVPD basis) of a 2-piece molecular cluster, C2H4N2 overall.

## Properties
highest occupied orbital energy: -8.79 eV
total charge: 0

Geometry (Å):
C: 0.417 -1.440 -0.098
C: 0.901 -0.081 -0.106
N: 0.431 0.255 1.181
N: -0.319 -0.687 0.736
H: -0.027 -2.047 -0.822
H: -1.177 1.581 -0.432
H: 0.876 0.815 -0.789
H: -1.102 1.606 0.331

Löwdin analysis output, partial charges in e: atom 1 (C): -0.056, atom 2 (C): -0.147, atom 3 (N): -0.012, atom 4 (N): -0.034, atom 5 (H): 0.059, atom 6 (H): 0.037, atom 7 (H): 0.113, atom 8 (H): 0.041

---

Version iv
The following is a DFT calculation (the ωB97M-V functional and the def2-TZVPD basis) of one molecule with the formula C2H4N2.

## Properties
highest occupied orbital energy: -8.20 eV
total charge: 0

Geometry (Å):
C: -0.866 0.462 0.146
C: 0.194 -0.234 -0.310
N: 1.112 0.282 1.790
N: 1.321 -0.162 0.654
H: -1.833 0.587 -0.340
H: 0.109 -0.990 -1.156
H: -0.614 0.998 0.988
H: 2.228 -0.612 0.456

Löwdin analysis output, partial charges in e: atom 1 (C): 0.003, atom 2 (C): -0.146, atom 3 (N): 0.040, atom 4 (N): -0.199, atom 5 (H): 0.065, atom 6 (H): 0.111, atom 7 (H): 0.002, atom 8 (H): 0.124

---

Most stable = version i